Record 1
21
Properties=species:S:1:pos:R:3 method="wB97M-V/def2-TZVPD" largest_force_ev_per_a=5.6 de_lowest_kj_mol=408.9 total_charge=+1 homo_energy_ev=-12.7 mol_weight_g_mol=104.18
C -1.204 -0.246 1.672
C -0.037 -1.792 0.020
C 1.956 0.414 -0.580
C -0.745 -0.513 0.235
N -1.417 -0.061 -0.874
N 0.861 0.910 0.230
N 0.142 2.087 -0.284
H -2.016 0.508 1.683
H -0.282 0.104 2.150
H -1.553 -1.180 2.135
H 0.659 -1.843 0.768
H -0.857 -2.434 0.047
H 0.549 -1.848 -0.857
H 2.245 -0.572 -0.099
H 1.504 0.265 -1.720
H 2.800 0.975 -0.562
H -2.313 0.422 -0.772
H -1.077 -0.288 -1.791
H -0.707 1.725 -0.865
H -0.121 2.504 0.572
H 0.637 2.860 -0.760

Record 2
48
Properties=species:S:1:pos:R:3 method="wB97M-V/def2-TZVPD" largest_force_ev_per_a=1.9 de_lowest_kj_mol=0.0 homo_energy_ev=-9.3 mol_weight_g_mol=314.35
C -3.217 0.627 1.010
C -1.847 1.283 0.819
C -1.197 1.593 2.170
S -1.657 3.217 2.830
N -1.037 0.389 0.004
C -0.712 0.775 -1.246
N 0.116 -0.099 -1.939
O -1.040 1.819 -1.806
H -3.121 -0.394 1.442
H -3.912 1.105 1.722
H -3.819 0.550 0.124
H -2.043 2.291 0.429
H -0.095 1.439 2.091
H -1.454 0.925 3.015
H -0.815 3.886 2.086
H -0.723 -0.501 0.366
H 0.289 -1.027 -1.547
H 0.156 -0.019 -2.939
O 0.858 3.295 -3.510
H 0.735 2.537 -2.911
H -0.082 3.508 -3.598
O 3.208 0.608 -1.259
H 2.388 0.690 -1.756
H 4.010 0.537 -1.794
O 2.369 0.874 -3.694
H 2.286 -0.049 -3.973
H 1.941 1.441 -4.349
O 1.454 -3.261 3.368
H 2.406 -3.120 3.332
H 1.098 -2.371 3.495
O -3.432 0.551 -2.782
H -2.854 1.283 -2.515
H -4.144 0.600 -2.137
O 1.145 -4.562 0.985
H 1.376 -4.215 1.870
H 0.259 -4.901 0.831
O 1.922 -0.438 3.334
H 2.874 -0.373 3.462
H 1.635 0.096 2.591
O 0.421 -2.205 -0.077
H 0.712 -3.127 0.140
H 1.270 -1.738 -0.153
O 2.747 1.142 1.301
H 3.029 2.064 1.393
H 2.989 0.790 0.415
O -2.512 -2.589 -0.386
H -2.206 -2.839 0.492
H -1.773 -2.085 -0.746

Record 3
80
Properties=species:S:1:pos:R:3 method="wB97M-V/def2-TZVPD" largest_force_ev_per_a=0.8 de_lowest_kj_mol=0.0 total_charge=+3 homo_energy_ev=-17.0 mol_weight_g_mol=632.90
Ir 0.481 0.328 -0.473
C -1.702 -2.383 3.764
N -0.667 -1.532 3.156
C 0.487 -1.298 4.021
C -0.810 -1.015 1.922
N 0.227 -0.913 1.079
C 1.479 -1.655 1.246
C 2.565 -0.591 1.314
N 2.323 0.476 0.260
C 2.485 1.836 0.893
C 1.183 2.182 1.620
N 0.140 2.025 0.603
C -0.791 2.950 0.365
N -1.312 3.727 1.317
C -1.438 3.285 2.704
C -1.759 5.105 1.071
N -1.140 3.146 -0.934
C -2.526 3.392 -1.354
C -0.151 2.935 -1.976
C 3.183 0.304 -0.955
C 2.848 -1.025 -1.596
N 1.383 -1.125 -1.744
C 0.910 -2.069 -2.567
N 1.626 -3.127 -2.984
C 2.577 -3.859 -2.146
C 1.469 -3.681 -4.339
N -0.343 -1.939 -3.095
C -1.264 -3.084 -3.128
C -0.950 -0.636 -3.085
N -2.058 -0.664 1.543
C -2.994 -0.031 2.480
C -2.421 -0.565 0.155
H -1.216 -3.269 4.170
H -2.211 -1.865 4.578
H -2.425 -2.690 3.015
H 0.118 -1.027 5.011
H 1.106 -2.189 4.129
H 1.083 -0.469 3.650
H 1.496 -2.304 2.116
H 1.606 -2.291 0.374
H 2.512 -0.084 2.273
H 3.573 -0.991 1.210
H 3.350 1.824 1.559
H 2.677 2.549 0.092
H 1.017 1.503 2.461
H 1.240 3.193 2.022
H -1.268 2.214 2.774
H -0.742 3.813 3.357
H -2.451 3.503 3.044
H -1.515 5.407 0.059
H -2.833 5.195 1.236
H -1.243 5.763 1.769
H -3.178 3.389 -0.485
H -2.620 4.352 -1.861
H -2.850 2.604 -2.036
H 0.738 3.542 -1.808
H 0.176 1.879 -2.116
H -0.582 3.214 -2.935
H 2.955 1.138 -1.623
H 4.237 0.372 -0.676
H 3.343 -1.082 -2.568
H 3.264 -1.828 -0.986
H 2.301 -3.783 -1.096
H 2.513 -4.910 -2.422
H 3.608 -3.536 -2.293
H 0.927 -2.984 -4.970
H 2.464 -3.837 -4.755
H 0.951 -4.640 -4.320
H -0.709 -4.014 -3.128
H -1.921 -3.077 -2.255
H -1.872 -3.043 -4.029
H -0.371 0.082 -3.666
H -1.966 -0.684 -3.470
H -0.988 -0.278 -2.037
H -2.563 0.013 3.474
H -3.206 0.986 2.144
H -3.930 -0.588 2.522
H -2.090 -1.438 -0.404
H -3.505 -0.496 0.074
H -2.039 0.362 -0.313

Record 4
12
Properties=species:S:1:pos:R:3 method="wB97M-V/def2-TZVPD" largest_force_ev_per_a=7.2 de_lowest_kj_mol=2.0 s_squared=2.005 homo_energy_ev="-4.5 / -10.3" mol_weight_g_mol=185.99 multiplicity=3
C 0.663 0.527 -1.112
C -0.696 1.185 0.838
C 0.261 0.297 0.164
O 0.765 -0.648 0.950
I 1.420 -4.968 0.240
H 1.508 -0.057 -1.381
H 0.332 1.461 -1.585
H 0.479 -3.783 -0.248
H -0.616 2.042 0.255
H -0.484 1.339 1.921
H -1.707 0.763 0.770
H 1.426 -1.245 0.451

Record 5
16
Properties=species:S:1:pos:R:3 method="wB97M-V/def2-TZVPD" largest_force_ev_per_a=2.7 de_lowest_kj_mol=416.0 homo_energy_ev=-9.8 mol_weight_g_mol=99.13
C 0.652 1.754 0.485
N 1.075 0.639 0.909
C 0.671 -0.581 0.320
C 1.125 -0.744 -1.132
O 1.077 -1.639 1.135
H 0.116 1.909 -0.458
H 0.926 2.640 1.042
H -0.522 -0.549 0.315
H 0.719 0.058 -1.745
H 2.212 -0.722 -1.188
H 0.782 -1.703 -1.512
H 2.022 -1.551 1.311
C -2.261 0.377 0.451
C -3.104 -0.223 -0.167
H -1.699 1.162 0.928
H -3.788 -0.825 -0.694

Record 6
116
Properties=species:S:1:pos:R:3 method="wB97M-V/def2-TZVPD" largest_force_ev_per_a=1.9 homo_energy_ev=-8.0 mol_weight_g_mol=826.72
C -1.750 -1.808 0.412
O -0.952 -2.968 0.637
B -0.457 -3.521 -0.529
O -1.069 -4.652 -1.035
C 0.841 -2.821 -1.171
N 1.556 -2.102 -0.310
C 2.656 -1.489 -0.826
C 3.450 -0.666 0.057
C 3.123 -0.486 1.533
C 1.656 -0.062 1.865
C 0.970 -1.208 2.639
F 1.323 -1.201 3.997
C 4.554 -0.037 -0.452
P 5.624 1.068 0.577
C 6.186 2.444 -0.538
O 6.978 0.129 0.866
C 4.933 -0.208 -1.827
C 4.190 -0.992 -2.626
S 4.735 -1.189 -4.339
C 3.006 -1.659 -2.173
N 2.314 -2.394 -3.083
C 1.241 -2.934 -2.549
C 0.375 -3.740 -3.516
C 0.717 -5.248 -3.536
O 2.138 -5.413 -3.667
H -1.428 -1.219 -0.460
H -1.783 -1.158 1.293
H -2.796 -2.128 0.254
H -1.781 -4.347 -1.626
H 3.309 -1.461 2.014
H 3.793 0.218 2.029
H 1.596 0.826 2.505
H 1.055 0.048 0.957
H -0.116 -1.206 2.495
H 1.305 -2.166 2.226
H 5.988 2.255 -1.603
H 7.262 2.614 -0.412
H 5.590 3.322 -0.268
H 7.099 0.038 1.817
H 5.802 0.294 -2.242
H 5.551 -2.267 -4.228
H 0.571 -3.354 -4.526
H -0.689 -3.547 -3.322
H 0.422 -5.766 -2.617
H 0.189 -5.693 -4.389
H 2.447 -5.551 -2.766
C -4.526 2.311 2.030
C -3.205 1.818 2.581
O -2.340 1.352 1.543
C -1.521 2.149 0.829
C -1.695 3.643 0.901
O -0.714 1.643 0.093
H -4.392 3.165 1.366
H -5.193 2.605 2.842
H -5.008 1.524 1.446
H -2.701 2.568 3.195
H -3.383 0.957 3.227
H -2.352 3.968 0.096
H -0.718 4.106 0.775
H -2.085 3.997 1.853
C -7.926 -3.413 -2.498
C -7.090 -3.292 -1.241
O -5.798 -3.883 -1.412
C -4.751 -3.242 -1.943
C -4.967 -1.934 -2.664
O -3.663 -3.756 -1.899
H -7.476 -2.877 -3.334
H -8.927 -3.013 -2.330
H -8.011 -4.458 -2.796
H -7.003 -2.261 -0.895
H -7.564 -3.850 -0.435
H -5.104 -2.133 -3.726
H -4.080 -1.319 -2.527
H -5.808 -1.357 -2.288
C 8.465 -2.144 -3.082
C 8.739 -2.561 -4.511
O 10.027 -2.118 -4.950
C 11.166 -2.801 -4.732
C 11.161 -3.944 -3.744
O 12.178 -2.449 -5.270
H 9.173 -2.595 -2.386
H 7.456 -2.436 -2.784
H 8.561 -1.063 -2.978
H 8.626 -3.636 -4.661
H 8.020 -2.079 -5.173
H 11.457 -3.569 -2.765
H 11.886 -4.684 -4.077
H 10.205 -4.457 -3.664
C -8.434 5.740 -0.472
C -7.528 5.759 0.742
O -6.283 5.104 0.478
C -5.225 5.712 -0.085
C -5.406 7.059 -0.739
O -4.168 5.139 -0.121
H -7.997 6.286 -1.309
H -9.399 6.188 -0.235
H -8.594 4.715 -0.808
H -7.364 6.767 1.125
H -7.992 5.193 1.549
H -5.610 6.915 -1.799
H -4.481 7.620 -0.626
H -6.193 7.664 -0.295
C -1.050 0.637 6.689
C -0.124 1.812 6.454
O -0.798 2.886 5.786
C -1.521 3.830 6.411
C -1.902 3.630 7.859
O -1.913 4.781 5.789
H -1.880 0.904 7.345
H -0.506 -0.193 7.141
H -1.481 0.301 5.746
H 0.349 2.161 7.372
H 0.680 1.507 5.786
H -2.882 3.157 7.906
H -1.953 4.606 8.335
H -1.185 3.041 8.427

Record 7
13
Properties=species:S:1:pos:R:3 method="wB97M-V/def2-TZVPD" largest_force_ev_per_a=2.7 de_lowest_kj_mol=139.2 homo_energy_ev=-8.5 mol_weight_g_mol=85.11
H -2.819 0.537 -0.258
N -2.305 -0.307 -0.174
C -1.064 -0.241 0.029
C -0.064 1.006 0.319
C 1.183 0.408 -0.336
N 1.158 -1.054 -0.047
N -0.202 -1.351 0.179
H 0.087 1.030 1.462
H -0.351 1.983 -0.130
H 2.052 1.005 -0.054
H 1.165 0.455 -1.496
H 1.697 -1.313 0.797
H -0.537 -2.157 -0.292

Record 8
116
Properties=species:S:1:pos:R:3 method="wB97M-V/def2-TZVPD" largest_force_ev_per_a=1.2 de_lowest_kj_mol=57.9 total_charge=+2 homo_energy_ev=-13.3 mol_weight_g_mol=1161.71
Y 0.826 0.852 -0.176
C 3.079 -3.310 5.543
C 2.742 -4.250 4.394
C 1.832 -5.372 4.854
C 1.452 -6.275 3.694
C 0.755 -5.462 2.636
C -0.220 -6.001 1.837
C -0.853 -5.226 0.860
F -1.793 -5.806 0.108
C -0.540 -3.922 0.662
C 0.459 -3.348 1.466
C 0.824 -1.980 1.265
O 0.191 -1.231 0.428
C 1.907 -1.491 2.005
C 2.468 -2.251 2.996
N 2.083 -3.504 3.255
C 1.103 -4.103 2.458
C 2.210 -0.054 1.708
O 1.773 0.822 2.436
O 2.667 0.206 0.504
H 3.314 -3.912 6.420
H 2.223 -2.673 5.785
H 3.947 -2.681 5.349
H 3.657 -4.683 3.989
H 0.932 -4.939 5.304
H 2.352 -5.930 5.632
H 0.810 -7.093 4.021
H 2.355 -6.728 3.272
H -0.509 -7.039 1.954
H -1.032 -3.331 -0.100
H 3.250 -1.849 3.623
F -0.313 6.825 4.302
C -0.435 5.630 3.760
C -1.500 4.824 4.091
F -2.405 5.242 4.958
C -1.613 3.577 3.510
F -2.661 2.847 3.892
C -0.700 3.085 2.586
P -0.940 1.423 1.850
C -1.032 0.274 3.258
C -0.394 0.536 4.466
C -0.396 -0.414 5.476
C -1.020 -1.642 5.280
C -1.645 -1.915 4.072
C -1.652 -0.958 3.063
C -2.602 1.369 1.119
C -3.794 1.212 1.828
C -5.001 1.136 1.150
C -5.034 1.200 -0.241
C -3.855 1.323 -0.959
C -2.652 1.405 -0.272
C 0.376 3.929 2.276
Br 1.779 3.523 1.068
C 0.504 5.176 2.854
F 1.521 5.977 2.559
H 0.119 1.478 4.620
H 0.085 -0.193 6.421
H -1.030 -2.377 6.076
H -2.141 -2.866 3.914
H -2.146 -1.177 2.123
H -3.785 1.137 2.907
H -5.921 1.021 1.710
H -5.981 1.141 -0.764
H -3.866 1.345 -2.041
H -1.742 1.485 -0.858
C 0.483 1.147 -4.976
N 0.494 1.118 -3.502
P 0.780 2.477 -2.508
C -0.776 3.407 -2.429
C -1.788 3.219 -3.369
C -2.977 3.927 -3.263
C -3.169 4.820 -2.216
C -2.166 5.014 -1.274
C -0.972 4.309 -1.380
C 1.907 3.520 -3.456
C 3.114 2.980 -3.908
C 3.996 3.760 -4.637
C 3.686 5.090 -4.905
C 2.495 5.632 -4.449
C 1.602 4.850 -3.726
P 0.316 -0.316 -2.604
C 1.709 -1.387 -3.049
C 2.997 -0.851 -2.970
C 4.109 -1.647 -3.190
C 3.942 -2.998 -3.470
C 2.669 -3.548 -3.517
C 1.552 -2.749 -3.302
C -1.159 -1.176 -3.173
C -1.312 -1.618 -4.491
C -2.475 -2.270 -4.872
C -3.482 -2.506 -3.940
C -3.328 -2.095 -2.625
C -2.168 -1.430 -2.242
H 0.693 2.152 -5.335
H -0.490 0.837 -5.357
H 1.249 0.478 -5.373
H -1.655 2.520 -4.185
H -3.756 3.783 -4.003
H -4.099 5.368 -2.137
H -2.311 5.718 -0.463
H -0.185 4.481 -0.656
H 3.357 1.943 -3.715
H 4.925 3.334 -4.996
H 4.376 5.701 -5.475
H 2.253 6.666 -4.661
H 0.668 5.280 -3.387
H 3.136 0.196 -2.732
H 5.103 -1.220 -3.140
H 4.809 -3.623 -3.647
H 2.542 -4.603 -3.727
H 0.564 -3.188 -3.340
H -0.519 -1.471 -5.217
H -2.594 -2.606 -5.895
H -4.385 -3.024 -4.243
H -4.105 -2.294 -1.896
H -2.043 -1.119 -1.213

no.,E_tot (Eh)
1,-324.70911
2,-1505.78255
3,-1479.90813
4,-491.23680
5,-325.77912
6,-3397.45088
7,-282.72124
8,-6669.19585